i:
Formula: H34O17
Source: the OMol25 dataset
Level of theory: ωB97M-V/def2-TZVPD

For the gap between HOMO and LUMO, the calculation gives 0.3197 hartree. Its total charge is 0.

Last column: natural (NBO) charge in e.
Positions of all 51 atoms, in Å:
O1 0.5683 -0.9632 -2.9770  -0.980
H1 -0.3772 -0.7279 -2.9708  0.495
H2 0.6312 -1.2476 -3.9034  0.482
O2 -2.8569 1.2972 -0.6883  -0.953
H3 -3.1267 0.6442 -0.0134  0.484
H4 -3.6481 1.7263 -0.9691  0.486
O3 -1.9752 -0.2383 -2.9771  -0.949
H5 -2.2873 0.4178 -2.3956  0.498
H6 -2.6743 -0.8728 -2.9167  0.480
O4 0.1425 0.1260 -0.1960  -0.988
H7 0.0513 0.5054 0.6684  0.499
H8 -0.5516 -0.5043 -0.2570  0.495
O5 -1.3844 -3.8118 0.3369  -0.955
H9 -0.6745 -4.1084 0.8385  0.492
H10 -1.3724 -2.8586 0.5282  0.467
O6 3.4827 0.4579 0.7447  -0.979
H11 3.3743 0.8879 -0.1000  0.478
H12 2.6469 0.5202 1.2218  0.480
O7 -2.2432 -1.3152 0.1071  -0.950
H13 -2.5750 -1.5057 0.9523  0.482
H14 -2.8515 -1.7725 -0.4463  0.498
O8 -0.6642 -3.2219 -2.2432  -1.005
H15 -0.9826 -3.3587 -1.3736  0.477
H16 -0.0920 -2.4492 -2.3013  0.485
O9 1.8890 -2.1214 -0.3339  -0.967
H17 2.8039 -2.0341 -0.6113  0.482
H18 1.4881 -1.2910 -0.2197  0.475
O10 -1.2216 2.0217 1.4577  -0.965
H19 -0.9942 2.8622 1.0118  0.495
H20 -1.9721 1.7044 0.9701  0.481
O11 1.3190 2.6211 0.1250  -0.959
H21 0.7296 3.3315 -0.1707  0.473
H22 1.2790 1.8884 -0.4980  0.514
O12 2.7929 0.8712 -2.1328  -0.965
H23 1.9766 0.4107 -2.4070  0.497
H24 2.6371 1.7393 -2.5103  0.468
O13 -0.9417 0.3800 3.5691  -0.962
H25 -1.2703 -0.4566 3.2747  0.464
H26 -1.1111 1.0397 2.8956  0.501
O14 1.7144 0.1946 2.7532  -0.985
H27 2.1274 0.7056 3.4733  0.500
H28 0.8381 0.3661 3.0462  0.490
O15 -0.1937 1.9305 -2.4208  -0.985
H29 -0.1652 1.5208 -3.3177  0.480
H30 -0.1626 1.1947 -1.7955  0.491
O16 1.0926 3.0937 2.6500  -0.980
H31 1.0674 2.8443 1.7389  0.486
H32 0.6782 3.9650 2.8053  0.461
O17 0.9410 -2.3894 2.4148  -0.965
H33 1.0282 -1.4648 2.2309  0.488
H34 1.0703 -2.5553 3.3319  0.468



ii:
Formula: H34O17
Source: the OMol25 dataset
Level of theory: ωB97M-V/def2-TZVPD

For the gap between HOMO and LUMO, the calculation gives 0.3601 hartree. Its total charge is 0.

Last column: natural (NBO) charge in e.
Positions of all 51 atoms, in Å:
O1 0.6544 0.4780 2.3843  -0.981
H1 1.5606 0.4302 2.0756  0.502
H2 0.7106 1.1400 3.0666  0.488
O2 2.8347 0.8115 -1.3412  -0.936
H3 3.7312 0.4972 -1.2989  0.461
H4 2.3813 0.0255 -1.5717  0.475
O3 -2.8095 2.5927 -0.8515  -0.976
H5 -2.8970 3.5321 -1.1567  0.481
H6 -1.9275 2.3585 -1.0601  0.484
O4 -0.3213 1.7631 -1.9701  -0.910
H7 -0.0693 2.5930 -2.3083  0.490
H8 -0.9603 1.4926 -2.5465  0.461
O5 -1.7450 -2.4807 -2.7532  -0.946
H9 -1.1083 -2.6236 -2.0393  0.482
H10 -2.5829 -2.4935 -2.2789  0.458
O6 3.1021 -2.1073 -0.4620  -1.006
H11 2.3544 -2.5311 -0.8458  0.483
H12 2.8882 -1.2740 0.0020  0.476
O7 0.8960 -3.0595 -1.4772  -0.951
H13 0.7268 -2.1736 -1.0631  0.498
H14 0.8979 -2.8891 -2.4182  0.486
O8 1.0546 -2.4852 1.5095  -0.952
H15 0.6129 -2.6123 2.3710  0.467
H16 0.7753 -1.6924 1.1642  0.471
O9 3.1819 -0.0144 1.3440  -0.960
H17 4.0667 0.2946 1.1741  0.498
H18 3.2524 -0.5336 2.1492  0.498
O10 -2.4254 1.4682 1.6727  -0.989
H19 -2.9581 2.2316 1.8354  0.479
H20 -2.6219 1.2464 0.7412  0.527
O11 -1.7194 -1.1003 2.8412  -0.967
H21 -2.3300 -0.4468 2.5490  0.487
H22 -0.9128 -0.5677 2.7749  0.499
O12 -2.3769 -0.1405 -0.5775  -1.002
H23 -2.6064 -1.0202 -0.2863  0.510
H24 -2.5906 -0.0210 -1.5424  0.497
O13 0.2018 -0.3913 -0.0869  -1.027
H25 0.3102 0.2035 0.6489  0.493
H26 -0.7077 -0.2746 -0.3915  0.496
O14 0.5952 -0.4424 -3.3535  -0.989
H27 1.5076 -0.3572 -3.5888  0.477
H28 0.2720 0.2510 -2.7253  0.492
O15 2.5339 2.9219 0.7255  -0.948
H29 1.6362 2.7425 0.8446  0.475
H30 2.8439 2.0071 0.8293  0.461
O16 -0.2540 3.1215 0.9471  -0.971
H31 -0.2801 3.5229 1.8167  0.459
H32 -1.1153 2.6335 1.1260  0.490
O17 -2.7267 -2.2967 0.7560  -0.973
H33 -2.0578 -1.9001 1.3246  0.504
H34 -3.4784 -2.4298 1.3213  0.481



Last place for stability: ii



i:
Formula: C5H5F
Source: the OMol25 dataset
Level of theory: ωB97M-V/def2-TZVPD

For the gap between HOMO and LUMO, the calculation gives 0.3674 hartree. Its total charge is 0.

Last column: natural (NBO) charge in e.
Positions of all 11 atoms, in Å:
C1 -1.8833 0.3583 0.0043  0.020
C2 -0.3886 0.3826 -0.0832  -0.154
C3 0.4013 -0.7290 -0.1462  -0.292
C4 1.8033 -0.4597 -0.0276  -0.045
C5 2.9812 -0.1938 0.0829  -0.228
H1 -2.2248 0.9188 0.8948  0.173
H2 -2.4013 0.8761 -0.7891  0.178
H3 0.0611 1.3530 -0.0304  0.208
H4 -0.0994 -1.7002 -0.0089  0.253
H5 4.0106 0.1437 0.0517  0.241
F1 -2.2601 -0.9497 0.0518  -0.353



ii:
Formula: C5H5F
Source: the OMol25 dataset
Level of theory: ωB97M-V/def2-TZVPD

For the gap between HOMO and LUMO, the calculation gives 0.3100 hartree. Its total charge is 0.

Last column: natural (NBO) charge in e.
Positions of all 11 atoms, in Å:
C1 0.0908 0.2167 0.4581  -0.277
C2 0.5360 1.0867 2.0476  0.523
C3 -0.2444 -0.9519 -0.2038  0.113
C4 -0.5645 -2.0780 -0.7434  -0.498
C5 0.1924 1.4258 -0.4574  -0.644
F1 0.7045 0.2107 2.9880  -0.318
H1 0.1785 -2.7376 -1.1649  0.227
H2 -1.5932 -2.3774 -0.8724  0.227
H3 1.2203 1.5363 -0.8070  0.212
H4 -0.0764 2.3270 0.0910  0.220
H5 -0.4439 1.3417 -1.3357  0.215



iii:
Formula: C5H5F
Source: the OMol25 dataset
Level of theory: ωB97M-V/def2-TZVPD

For the gap between HOMO and LUMO, the calculation gives 0.3646 hartree. Its total charge is 0.

Last column: natural (NBO) charge in e.
Positions of all 11 atoms, in Å:
C1 1.2367 -0.1709 0.1163  0.393
C2 0.3255 -1.1838 0.0691  -0.333
C3 -1.0865 -0.5309 -0.0914  -0.461
C4 -0.7170 0.9923 -0.0037  -0.155
C5 0.5357 1.2274 0.0071  -0.278
H1 0.7358 -2.2351 -0.0562  0.228
H2 -1.5697 -0.8001 0.8438  0.230
H3 -1.6332 -1.1088 -0.7755  0.244
H4 -1.4862 1.7949 -0.1096  0.210
H5 1.1913 2.0094 0.0854  0.218
F1 2.4675 0.0055 -0.0852  -0.295



Last place for stability: ii



i:
Formula: C3H4INS
Source: the OMol25 dataset
Level of theory: ωB97M-V/def2-TZVPD

For the gap between HOMO and LUMO, the calculation gives 0.3050 hartree. Its total charge is 0.

Last column: natural (NBO) charge in e.
Positions of all 10 atoms, in Å:
C1 -0.5862 -0.9872 1.1696  0.033
C2 0.6220 -0.1629 -0.9205  -0.591
C3 -0.4152 0.6886 -0.2136  -0.008
N1 -1.0895 0.0724 0.7480  -0.486
S1 0.8019 -1.5840 0.1809  0.201
I1 0.5640 2.6283 0.7890  -0.070
H1 -0.8606 -1.4455 2.0809  0.215
H2 0.4303 -0.5244 -1.9118  0.238
H3 1.5597 0.2608 -0.8846  0.250
H4 -1.0266 1.0540 -1.0380  0.220



ii:
Formula: C3H4INS
Source: the OMol25 dataset
Level of theory: ωB97M-V/def2-TZVPD

For the gap between HOMO and LUMO, the calculation gives 0.2653 hartree. Its total charge is 0.

Last column: natural (NBO) charge in e.
Positions of all 10 atoms, in Å:
C1 -0.9854 -0.9561 0.3301  0.018
C2 0.3826 -1.0372 0.1515  -0.631
C3 0.7070 1.5232 0.2323  -0.663
N1 -1.6101 0.1563 0.2245  -0.597
S1 1.4478 0.1936 -0.2058  0.754
I1 -3.6911 0.0531 -0.0343  0.216
H1 -1.4696 -1.9431 0.2587  0.189
H2 0.8137 -2.0022 0.1261  0.233
H3 0.9860 2.4679 -0.2121  0.236
H4 0.0918 1.4275 1.0745  0.245



Last place for stability: ii



i:
Formula: C6H7Cl
Source: the OMol25 dataset
Level of theory: ωB97M-V/def2-TZVPD

For the gap between HOMO and LUMO, the calculation gives 0.3707 hartree. Its total charge is 0.

Last column: natural (NBO) charge in e.
Positions of all 14 atoms, in Å:
C1 0.4302 1.0122 1.1643  -0.208
C2 -0.4007 0.1723 1.8156  -0.007
C3 -0.7931 -0.7857 0.7108  -0.456
C4 1.0714 -0.4376 -1.1555  -0.427
C5 -0.0336 0.4532 -1.5900  -0.429
C6 0.0996 -0.0153 -0.1715  0.000
Cl1 -0.9173 0.1983 3.4757  -0.001
H1 0.8111 1.9781 1.0936  0.223
H2 -0.3909 -1.7220 0.7960  0.212
H3 -1.8050 -0.9625 0.3516  0.225
H4 1.0158 -1.3341 -1.6925  0.226
H5 1.9704 0.0928 -1.0004  0.221
H6 -0.1771 1.5016 -1.7460  0.225
H7 -0.8808 -0.1515 -2.0516  0.197



ii:
Formula: C6H7Cl
Source: the OMol25 dataset
Level of theory: ωB97M-V/def2-TZVPD

For the gap between HOMO and LUMO, the calculation gives 0.3888 hartree. Its total charge is 0.

Last column: natural (NBO) charge in e.
Positions of all 14 atoms, in Å:
C1 -2.1374 -0.1014 0.4270  -0.257
C2 -1.0937 -0.6131 0.7426  0.024
C3 0.3906 0.9602 -2.6816  -0.251
C4 -0.0337 -0.1869 -2.6398  -0.161
C5 0.9219 0.4155 1.4570  -0.602
C6 0.3058 -0.9203 0.9633  -0.492
Cl1 -0.1256 -1.7760 -2.6970  0.154
H1 -3.1068 0.2062 0.4853  0.221
H2 0.5425 2.0687 -2.5765  0.259
H3 1.0168 1.1594 0.5765  0.208
H4 0.2283 1.0419 2.0237  0.218
H5 1.8376 0.4748 2.0484  0.215
H6 0.4322 -1.5606 1.7675  0.230
H7 0.8216 -1.1685 0.1035  0.235



Last place for stability: ii